Record 1
C42H68O18 | ωB97M-V/def2-TZVPD

```
128
Properties=species:S:1:pos:R:3
C 0.264 -3.139 5.014
O 3.236 1.097 3.816
H 5.529 2.628 4.186
C -1.049 -2.149 3.330
H -6.181 1.174 -1.992
H 5.738 3.349 -1.769
C 1.112 -0.590 0.495
C -5.479 2.569 -0.473
C -0.399 5.160 2.248
O -1.124 -6.192 1.757
H -4.984 -1.834 4.067
H 2.060 -5.804 0.693
H -6.732 -3.058 2.082
O -0.299 -3.073 2.756
O 2.567 3.051 4.614
H -5.619 3.572 -0.729
C -5.159 -1.710 2.997
C 4.725 3.351 -1.424
C -1.455 -5.756 0.644
H -2.715 -4.167 1.010
C -6.561 -2.067 2.472
C 2.771 0.666 -3.449
H -0.595 4.426 -2.837
H 2.104 -0.275 0.377
C -0.136 3.722 -4.915
H -1.610 -3.420 -1.549
H -0.485 3.979 -5.887
H 4.709 3.619 -0.348
H 1.584 -3.193 3.305
C 3.511 1.857 -3.038
O -6.032 -0.036 1.469
O -3.623 1.264 0.014
H -1.580 -1.931 5.291
H 0.686 -4.690 3.539
H -4.445 -2.200 2.430
H -0.071 -0.953 4.818
H 1.043 -1.248 1.387
H 0.676 6.486 0.879
H 2.125 -2.087 -3.677
H -1.254 1.389 -0.797
H 0.031 4.616 3.112
C 4.035 2.016 -1.642
O 1.311 4.121 -0.713
H -2.113 5.083 0.889
H -0.875 6.015 2.694
C -1.089 4.351 -3.815
H 4.713 1.223 -1.391
C 2.673 -5.019 -1.272
H 1.155 -2.846 5.595
H -7.362 -1.849 3.202
H -1.008 -3.630 0.731
H 3.848 -0.923 -2.685
H 4.094 4.054 -1.912
H 3.328 -5.934 -1.350
H 5.765 1.737 1.821
O 0.559 -2.271 -1.159
H 2.959 2.790 -3.251
H 0.252 1.905 -3.796
H -2.132 -6.157 -2.316
H 0.420 1.677 -1.104
H 1.663 5.354 1.729
H -6.363 2.162 0.065
H 3.937 -0.223 2.339
H 5.053 0.067 3.600
H 4.702 3.947 3.304
C -4.330 2.297 0.510
H -3.439 0.427 -1.911
C -1.802 2.102 -4.162
C 3.420 2.412 4.061
H -4.031 -0.011 2.352
H 4.446 -3.725 -1.794
H 2.252 0.845 -4.418
C 0.724 5.458 1.264
O -2.503 1.103 -4.061
C -1.812 -4.301 0.402
C 4.306 0.558 3.029
H 1.972 0.401 -2.782
O -0.615 3.859 0.204
C 3.508 -3.150 0.126
H 4.540 -0.308 -4.251
H 2.001 -5.146 -2.109
C -0.331 2.205 -4.628
C -0.655 -1.894 4.709
H -3.199 -4.114 -1.219
C 2.000 -4.918 0.100
C -5.257 1.687 -1.740
O -1.870 -1.504 2.718
H 0.585 1.508 1.218
C 2.931 -1.708 -4.300
C 4.827 1.834 2.319
H -4.697 -0.293 -0.854
O -3.986 2.830 1.531
C -0.276 0.978 -0.615
O -2.131 3.268 -3.642
H 2.464 -1.420 -5.281
H -4.807 2.113 -2.637
C 3.472 -3.668 -1.316
C -2.119 -4.208 -1.059
H -1.595 5.218 -4.051
O -7.765 -1.072 0.575
H -1.851 3.470 1.714
C 3.625 -0.555 -3.683
C 4.711 2.863 3.502
H 3.161 1.911 -0.992
C 0.521 -1.145 -0.793
O 2.638 -3.846 0.854
O -1.455 -6.510 -0.434
H -0.164 1.513 -5.436
C -4.235 0.624 -1.155
C 0.169 0.572 0.781
H -0.483 -5.353 -1.915
H 4.377 1.948 -3.732
H 4.132 2.054 1.506
C -6.907 -1.048 1.392
H 0.906 4.004 -4.787
O -0.347 -0.285 -1.390
C 0.552 4.473 0.128
H 2.954 -2.841 -1.824
H -0.678 0.219 1.361
H -0.312 -3.912 5.584
H -5.325 0.485 3.389
C -1.530 -5.574 -1.609
H 3.642 -2.524 -4.408
C -5.044 -0.248 2.613
C -1.409 4.387 1.332
O 4.105 -2.187 0.576
C 0.682 -3.622 3.642
H 0.929 -4.594 0.016
```

ΔE to the lowest compared entry with this formula, charge and spin: 0.0 kJ/mol
orbital gap: 10.4 eV
SMILES: O=C1CCCO1.O=C1CCCO1.O=C1CCCO1.O=C1CCCO1.O=C1CCCO1.O=C1CCCO1.O=C1CCCO1.O=C1CCCO1.O=C1CCCO1.CCCCCC

Record 2
C42H69CdN2O4P2SiTe | ωB97M-V/def2-TZVPD

```
122
Properties=species:S:1:pos:R:3
H 3.248 1.700 -3.828
H -2.175 -0.879 -4.063
P 2.362 -0.141 -1.663
Cd 0.146 0.159 0.536
H 0.507 -6.418 -0.926
C 1.463 -2.431 -2.865
H 1.828 -2.374 0.365
H -2.070 2.424 -1.549
C 5.712 1.040 0.450
C 6.867 0.777 -0.546
H -3.813 -0.854 3.842
C 0.053 -4.540 1.786
C 0.150 2.031 -5.104
H -0.372 2.467 -5.946
C -2.467 1.405 -1.545
N 0.462 -0.328 2.878
H 3.666 0.412 0.788
H 2.891 -1.941 1.398
H 3.482 5.732 2.166
O -2.165 1.630 4.142
H 2.539 -2.612 -5.476
H 3.620 3.945 4.485
H 4.257 -2.987 -5.422
H -2.113 -5.753 0.476
C 3.626 -1.620 -3.871
H 2.353 2.851 5.050
N -0.602 0.126 3.663
H 5.360 1.968 -2.458
C -5.275 -2.330 3.196
H 3.342 -2.306 -1.838
H 6.011 0.749 1.459
H 1.631 -4.559 -2.427
C -0.296 -6.649 -0.217
H -0.505 -7.209 1.848
C 1.417 2.396 0.108
C -4.389 -1.088 2.941
H 4.682 -0.783 -0.039
H 0.941 -1.888 -3.657
H 0.471 -1.343 2.845
H -1.640 1.328 -4.192
C -1.269 -5.464 -0.155
O 0.936 3.220 -0.499
C 1.695 -3.891 -3.292
C -1.943 -1.477 -2.010
C -1.269 1.252 3.253
C -3.607 -3.835 2.060
C -2.321 -2.438 -1.050
Te 1.651 3.809 2.639
H 3.845 -4.217 -3.242
H 0.981 -7.797 1.099
H -3.166 1.306 -2.380
H 0.807 -2.399 -1.988
H 0.566 -3.658 2.177
H -3.488 -4.556 1.257
C 1.524 2.163 -4.983
H -2.349 3.644 3.634
Si -1.054 0.156 -1.626
H 6.138 -0.889 -1.731
C -5.076 -3.413 2.136
H 4.039 4.205 1.426
H 2.773 5.174 0.640
O 1.958 -1.859 1.171
H 0.271 -4.018 -0.291
H 0.900 -4.187 -3.980
H -2.021 -2.560 2.784
C 3.374 -2.824 -4.803
H -4.673 -4.120 -2.849
H 4.830 0.541 -3.320
H 5.480 2.109 0.478
C -0.557 -4.228 0.407
H 4.684 -1.596 -3.608
C -3.439 -2.536 -3.617
H -0.761 -0.243 4.586
C 4.450 0.287 0.037
C 2.791 -1.710 -2.580
H -5.014 -0.219 2.727
C 1.026 -5.716 1.695
H -0.824 -7.527 -0.593
H 3.380 -0.704 -4.411
C 1.486 0.816 -2.963
H 3.544 1.809 -1.135
H -6.325 -2.040 3.223
P -1.386 -2.558 0.528
H 7.608 0.111 -0.103
H 2.086 2.727 -5.717
H 7.381 1.716 -0.763
H -5.419 -3.060 1.159
C -0.559 1.361 -4.119
C 2.961 3.132 4.192
H -5.039 -2.763 4.171
H -3.837 -2.593 -4.622
H -3.486 2.550 2.817
C 6.353 0.177 -1.858
C 2.180 1.563 -3.919
H 1.453 -5.923 2.679
C -2.652 -2.628 1.888
H -0.754 -4.802 2.481
C 3.933 0.803 -1.320
H -1.643 -5.252 -1.156
C 3.184 4.856 1.597
C 3.053 -4.070 -3.983
C -2.973 2.762 3.752
H -3.033 1.268 -0.620
H -3.676 -4.057 -0.623
C 0.076 0.749 -3.029
H -2.697 -0.471 1.757
H 3.038 -4.959 -4.613
H -5.678 -4.283 2.400
C -3.323 -3.362 -1.371
C -2.494 -1.576 -3.295
C 5.101 0.912 -2.338
H 1.351 0.002 3.248
O -1.032 1.802 2.192
H 1.852 -5.453 1.023
C -3.418 -1.294 1.777
C 0.301 -6.946 1.156
H -3.958 -1.269 0.828
H -3.684 2.901 4.558
H 3.545 2.280 3.853
H -3.353 -4.360 2.984
H 7.128 0.249 -2.622
C -3.893 -3.402 -2.631
```

ΔE to the lowest compared entry with this formula, charge and spin: 74.6 kJ/mol
orbital gap: 7.2 eV
total charge: +1

Record 3
C42H69ClN10O2S | ωB97M-V/def2-TZVPD

```
125
Properties=species:S:1:pos:R:3
C 0.204 -0.152 -5.190
H 5.009 4.740 -1.463
C 2.786 -2.480 -4.232
H 0.584 3.417 -2.650
H -4.826 6.422 0.799
C 3.954 4.591 -1.711
H 3.497 4.002 -0.912
C 3.856 3.827 -3.000
C -6.579 -1.493 3.036
H -0.317 -7.570 -4.553
H 0.829 -10.020 -2.833
H -3.181 8.280 1.117
H 5.050 -4.498 -0.347
H 3.290 6.467 -0.893
N 3.775 3.224 -4.014
H -8.419 3.968 7.546
C -2.734 6.820 2.625
H -2.340 5.805 2.724
H -0.434 2.161 -4.369
H 1.739 -1.128 -6.244
H -0.484 -0.054 2.984
C -2.848 7.239 1.163
O -3.063 -1.933 -2.975
H -8.065 0.008 2.531
C -3.358 4.940 0.382
C -3.823 6.368 0.368
C 9.032 -2.176 4.409
C 0.764 -4.094 -2.667
H 3.750 6.359 -3.925
H 1.971 -8.377 -5.167
H -2.052 7.486 3.159
H 2.543 -9.687 -3.124
H 3.316 7.779 -2.980
C 8.894 -0.884 5.164
H 9.472 -1.231 2.515
N -4.276 1.018 3.898
C 3.838 6.820 -2.938
H -5.711 -1.631 5.015
C -0.163 -8.552 -5.010
H 4.385 -3.087 0.631
C 0.124 2.475 -2.181
C -0.448 1.574 -3.382
H -0.785 2.847 -1.567
H -0.919 -9.238 -4.615
H -0.938 -0.696 1.399
H 5.253 -4.491 -2.525
C 3.298 -3.410 -3.094
H -5.724 -1.970 2.546
H -7.783 5.416 6.742
C 3.239 5.937 -1.848
H -1.557 1.301 -3.200
H -1.557 2.193 3.779
H 10.047 -2.559 4.544
C 0.438 0.226 -3.653
C -2.003 1.106 1.953
C 1.244 -9.080 -4.748
H -2.276 1.352 0.922
C -5.094 0.187 4.101
H -2.742 2.981 2.727
H -5.564 4.271 6.462
H 7.174 -1.303 1.588
H -0.925 -0.180 -5.413
S 1.043 -5.752 -0.734
C -1.349 -3.052 -4.069
C -0.752 0.223 1.961
H 1.373 -10.029 -5.277
H -7.107 4.877 8.287
H 6.240 -3.274 0.429
H -1.518 -3.375 -5.158
H -2.836 0.547 2.381
O -1.955 -1.773 -3.753
N 8.785 0.133 5.757
N -0.057 -4.977 -1.798
C -6.134 -0.866 4.359
C -7.509 4.535 7.331
Cl 6.808 -1.661 -1.722
H 4.897 7.018 -2.743
C 1.531 -9.297 -3.259
C 5.166 -2.522 -1.477
N 0.918 -1.375 -5.674
C 0.221 -3.133 -3.796
H 4.379 -1.701 -1.359
C -7.197 -0.480 2.078
C 2.276 -4.269 -2.262
H 2.179 5.772 -2.069
H -7.202 4.059 4.583
C 4.876 -3.445 -2.786
C 8.749 -1.945 2.923
H 0.613 0.740 -5.806
C 7.340 -1.425 2.661
H 0.055 -0.536 -2.899
N -2.989 3.817 0.393
N 2.617 -5.192 -1.152
H 0.831 1.929 -1.463
H -1.855 7.198 0.704
H -3.709 6.862 3.122
C -1.819 2.399 2.736
H -0.332 -8.440 -6.083
H -2.913 -1.392 -2.165
C -6.478 3.685 6.595
H -7.526 -0.976 1.162
N -9.165 1.693 5.522
C 0.397 0.958 1.333
H 7.176 -0.450 3.127
H -1.843 -3.828 -3.371
H -6.191 2.615 4.735
H 8.335 -2.909 4.824
C -6.968 3.206 5.226
H -7.310 -2.280 3.243
H 6.587 -2.121 3.045
N 1.301 1.536 0.838
H 1.520 0.537 -3.402
H -6.985 -0.410 4.874
H -6.220 2.823 7.218
H -1.036 3.026 2.301
H -6.479 0.292 1.790
C 1.256 -2.319 -4.607
N 1.307 -6.970 -1.944
H 5.514 -3.010 -3.625
C -8.197 2.359 5.392
H 8.887 -2.886 2.383
C 1.404 -7.997 -2.523
H -3.879 6.715 -0.666
C 5.224 -3.386 -0.106
H 3.537 -1.863 -4.841
```

orbital gap: 6.1 eV

Look up the orbital gap of the second one.
7.2 eV

The lowest orbital gap belongs to which entry?
C42H69ClN10O2S

The highest orbital gap belongs to which entry?
C42H68O18

Among the records above, which one has the lowest orbital gap?
C42H69ClN10O2S